(1)
2 unconnected molecules or ions with the total composition C5H15N2 at a distorted geometry, computed with ωB97M-V/def2-TZVPD.

Last column: Löwdin charge in e.
Cartesian coordinates (Å):
N: 1.515893 0.963214 -0.169607  0.0425
N: -0.856292 0.480237 1.234683  0.1442
C: 0.225879 1.854359 -2.013260  0.0479
C: -1.180819 -0.613339 2.197794  -0.1984
C: -1.087815 -1.956168 1.486787  -0.0630
C: 1.116673 -0.473864 -2.137037  -0.0458
C: 0.928173 0.846911 -1.469054  -0.4695
H: 0.140938 0.507469 0.852968  0.1000
H: 0.833313 -1.273458 -1.448004  0.0734
H: 0.512668 -0.567425 -3.034702  0.0884
H: -1.126048 -2.775571 2.193255  0.0893
H: -1.436409 0.412770 0.391966  0.1596
H: 1.760717 1.917356 0.064278  0.1105
H: -1.051758 1.403379 1.624053  0.1658
H: -0.481309 -0.533102 3.026326  0.1284
H: -0.181279 -2.015611 0.878004  0.0743
H: 0.098251 1.882343 -3.085271  0.0712
H: -2.186377 -0.438739 2.576398  0.1286
H: 2.364108 0.409143 -0.178528  0.1094
H: 2.164880 -0.639361 -2.416017  0.0949
H: -0.129870 2.669072 -1.390408  0.0599
H: -1.943517 -2.059614 0.815375  0.0883

Forces on the atoms, in the same order (eV/Å):
-0.31 -0.61 0.06
-0.32 0.44 -0.50
0.42 -0.59 0.60
0.18 -0.42 0.06
-0.25 0.47 -0.35
0.69 -0.05 -0.13
-0.47 1.02 -0.62
0.06 -0.08 0.22
0.00 -0.05 -0.02
-0.03 0.10 0.03
0.11 -0.09 0.10
-0.04 -0.08 0.11
0.03 0.04 -0.16
0.07 -0.05 0.11
0.05 0.04 -0.01
0.02 -0.14 0.23
-0.76 -0.19 0.10
0.04 0.06 0.01
0.06 -0.02 0.39
-0.10 -0.06 0.09
0.48 0.38 -0.31
0.06 -0.10 -0.02

Results
Energy relative to the best compared isomer or geometry (same formula, charge and spin): 66.48 kJ/mol
Kohn-Sham gap: 9.4 eV
Charge: +1

(2)
A single C21H25F2N3O3 molecule at a distorted geometry, computed with ωB97M-V/def2-TZVPD.

Last column: Löwdin charge in e.
Cartesian coordinates (Å):
F: -6.336509 0.782971 -0.442667  0.0839
F: -2.478111 4.329994 0.951409  0.0613
O: 4.239217 -1.048676 1.497836  0.0634
O: 5.476051 2.306183 -1.535655  -0.1305
O: -4.566675 -1.151815 -0.395119  0.1314
N: 4.035825 0.930804 0.469983  -0.0467
N: -2.472068 -0.666885 0.109634  0.1912
N: -0.088671 -2.382418 0.176535  -0.1601
C: -4.060276 1.185215 0.101208  -0.0621
C: -4.727106 3.894317 0.413064  0.0018
C: 2.042816 -0.498389 0.712038  -0.2392
C: 5.454749 1.198131 0.623358  -0.1103
C: 6.104356 1.309502 -0.757195  -0.1797
C: 1.518696 -1.474036 1.765634  -0.1314
C: -2.553387 -2.003009 -0.135727  -0.1896
C: 3.526896 -0.241296 0.930379  -0.4206
C: -3.431393 3.442715 0.607883  -0.2697
C: -5.700151 2.977839 0.058022  0.0045
C: -5.365009 1.645043 -0.094481  -0.2134
C: -4.538059 -3.569825 -0.801121  0.0034
C: 0.053001 -1.795152 1.497599  -0.1893
C: -1.389268 -2.953937 -0.068923  -0.1334
C: 1.822248 -1.131645 -0.666101  -0.1202
C: 3.391176 1.941179 -0.336902  -0.1201
C: 4.105860 2.032981 -1.693983  -0.1901
C: -3.857503 -2.300714 -0.450117  -0.2400
C: 0.344370 -1.461177 -0.856558  -0.1894
C: -3.084603 2.116883 0.460318  0.0638
C: -3.681501 -0.199497 -0.053929  -0.2648
H: 2.150920 -0.464145 -1.465507  0.1057
H: 2.404654 -2.052531 -0.722096  0.1325
H: 3.696562 2.851698 -2.288355  0.1277
H: 1.627027 -1.042944 2.762024  0.1245
H: 6.039220 0.337927 -1.269962  0.1320
H: 0.199556 -1.944574 -1.827128  0.1255
H: -5.552861 -3.357030 -1.125538  0.0875
H: -2.072524 1.783948 0.618475  0.1242
H: -1.588758 -3.687769 0.720895  0.1294
H: -0.552131 -0.879997 1.598925  0.1108
H: -3.999899 -4.078914 -1.598905  0.0858
H: -0.301132 -2.523163 2.231989  0.1238
H: -4.960085 4.939043 0.538405  0.1203
H: -4.573538 -4.235692 0.060800  0.0882
H: 2.338470 1.722050 -0.494111  0.1135
H: -6.721219 3.284314 -0.103752  0.1226
H: -0.244486 -0.529027 -0.843830  0.1133
H: 3.973672 1.084467 -2.239047  0.1232
H: 1.475877 0.434001 0.789628  0.1375
H: 2.112237 -2.387052 1.724841  0.1225
H: -1.345066 -3.502565 -1.017993  0.1277
H: 5.892981 0.379000 1.193875  0.1231
H: 3.483052 2.907458 0.175288  0.1344
H: 7.150703 1.604916 -0.671520  0.1268
H: 5.581785 2.141282 1.166189  0.1334

Forces on the atoms, in the same order (eV/Å):
0.02 0.06 0.02
0.01 0.00 0.01
0.06 -0.36 0.14
0.07 0.14 -0.06
-0.34 0.33 0.01
0.32 0.29 -0.04
-0.46 0.92 0.09
-0.11 0.06 -0.02
-0.71 0.47 -0.07
0.21 -0.09 0.03
0.18 -0.38 0.12
0.32 -0.15 -0.17
0.05 -0.10 0.36
-0.15 0.11 -0.01
-1.07 -0.57 -0.35
-0.36 0.15 0.04
-0.14 -0.17 -0.06
0.05 -0.14 -0.01
0.26 0.10 0.07
-0.03 0.21 0.09
0.22 0.06 0.26
-0.10 -0.18 -0.02
-0.27 0.17 -0.04
0.00 0.08 -0.41
-0.34 0.06 0.12
1.21 -0.35 0.15
0.28 0.06 -0.21
-0.16 0.17 0.00
1.02 -0.67 0.10
0.04 0.00 -0.05
0.08 -0.01 -0.04
-0.05 -0.08 0.02
0.02 -0.03 0.04
0.03 0.05 0.05
-0.03 0.05 0.00
-0.07 -0.10 -0.06
0.13 -0.01 0.03
0.05 -0.03 -0.10
0.04 -0.11 0.06
-0.03 -0.06 -0.07
-0.03 0.04 0.01
-0.01 0.11 0.02
-0.07 -0.08 0.01
-0.01 0.00 0.03
-0.10 0.01 -0.02
0.08 -0.09 -0.07
-0.03 0.07 0.04
0.01 0.01 -0.05
0.01 0.02 0.05
0.00 -0.05 0.10
-0.01 0.14 -0.04
-0.09 -0.05 -0.07
-0.03 -0.09 0.01
0.03 -0.04 -0.02

Results
Energy relative to the best compared isomer or geometry (same formula, charge and spin): 12.73 kJ/mol
Kohn-Sham gap: 8.6 eV
Charge: 0
Structure (SMILES): Cc1oc(-c2cc(F)ccc2F)nc1CN1CCC(C(=O)N2CCOCC2)CC1

(3)
A molecular structure, C16H32BBrF4O12Pt at a distorted geometry, computed with ωB97M-V/def2-TZVPD.

Last column: Löwdin charge in e.
Cartesian coordinates (Å):
Pt: -0.449656 -0.432580 0.060522  1.2416
Br: 0.329484 -2.965520 -0.384438  0.3661
F: -1.613386 2.131440 2.304992  0.1542
F: -1.866556 3.479500 0.560462  0.1331
F: -0.283756 1.729900 0.507412  0.1165
F: -2.311016 1.306470 0.269532  0.0895
O: 1.825894 0.706120 -0.124218  0.0003
O: -3.918116 -3.061170 0.840112  -0.0034
O: -3.217236 -1.681360 2.495332  0.0545
O: 1.759994 -0.058230 3.921712  -0.0060
O: -0.375506 0.015090 -4.281218  0.0993
O: -0.516896 -0.039370 4.289792  -0.0166
O: 1.917074 2.362000 -1.711168  0.0450
O: -0.552486 0.219750 -1.989868  -0.0642
O: 0.269934 -0.758430 2.181932  -0.0572
O: -1.538736 1.537280 -3.651068  0.0136
O: 3.184044 0.581040 -1.916188  0.0116
O: -2.544396 -1.280360 0.397762  0.0193
C: -3.979866 -1.602290 4.671242  -0.0512
C: -3.122146 -1.964260 1.174772  -0.4943
C: 1.742634 4.027970 -3.439588  -0.0432
C: 2.982984 0.092090 3.193642  -0.1734
C: 3.840624 -0.608800 -1.506378  0.0019
C: -3.565616 -3.809400 -0.363198  -0.0222
C: 3.579524 -1.266740 2.749602  -0.0464
C: -4.246076 -2.184010 3.293862  -0.2204
C: -0.820146 0.485890 -3.199808  -0.5048
C: 0.509994 -0.360840 3.344222  -0.3241
C: 2.342134 1.196840 -1.157238  -0.5283
C: -0.240266 0.469040 5.594472  -0.0494
C: -1.798606 2.716490 -2.973528  -0.0298
C: 2.717084 3.134100 -2.615398  -0.1869
C: 1.289314 -1.183340 -5.706858  -0.0450
C: 0.733894 -0.966730 -4.291688  -0.1314
B: -1.465646 2.189290 0.930322  -1.3845
H: -4.042406 -4.778500 -0.510258  0.1002
H: 1.060014 3.313250 -3.899268  0.0700
H: -1.037186 0.401010 6.335002  0.0975
H: 3.559384 -2.166850 3.364022  0.0872
H: -2.982096 -1.723600 5.092942  0.0758
H: 4.051854 -0.592120 -0.437168  0.0893
H: -4.651146 -2.173830 5.312202  0.0801
H: 2.118724 -1.887920 -5.645808  0.0851
H: 1.568604 -0.588840 -3.701298  0.1108
H: -4.367286 -3.261820 3.402212  0.1291
H: 3.504054 3.752270 -2.183378  0.1292
H: 0.594524 -0.120470 5.973562  0.0909
H: 1.606744 -0.226220 -6.120718  0.0857
H: 4.685504 -0.950080 -2.104548  0.1154
H: -2.486236 2.489530 -2.158808  0.1043
H: 3.043334 -1.350030 -1.451598  0.0723
H: 3.649014 0.696930 3.809012  0.1292
H: -4.187496 -0.551250 4.871982  0.0860
H: 3.208704 2.496840 -3.350458  0.1161
H: 2.798774 0.733920 2.332122  0.1110
H: 0.342394 -1.883470 -3.850758  0.1196
H: -3.839666 -3.346260 -1.311088  0.0943
H: -2.232836 3.345850 -3.750348  0.1105
H: 2.265114 4.744050 -4.073898  0.0862
H: -2.492466 -3.976040 -0.456308  0.0460
H: 4.649024 -1.113430 2.605512  0.0749
H: 3.263504 -1.453080 1.723202  0.0479
H: 1.189084 4.707210 -2.791278  0.0801
H: 0.623034 -1.641960 -6.437498  0.0831
H: -0.950056 3.293010 -2.605188  0.0901
H: 0.061214 1.508440 5.724332  0.1012
H: -5.172226 -1.853380 2.823712  0.1374

Forces on the atoms, in the same order (eV/Å):
0.65 -0.78 0.35
-0.28 1.18 0.16
0.52 -0.67 0.31
1.04 -0.13 -0.55
3.68 0.06 -0.46
-1.62 -1.23 -0.55
1.36 0.66 -2.09
1.39 0.44 -0.34
1.98 -0.17 -3.39
-3.35 -0.71 -0.76
2.55 -2.99 -1.80
1.43 -1.05 -3.26
0.38 -0.93 1.72
-0.52 0.17 -3.30
0.81 0.74 3.25
0.94 -2.04 0.08
2.03 0.37 -1.37
1.79 0.41 -1.61
-0.91 -0.21 1.05
-3.35 -2.26 2.80
0.32 -0.38 1.55
0.09 -0.92 -0.80
-1.54 -1.34 1.84
0.44 0.45 -1.14
0.95 1.05 -0.87
-0.99 0.46 1.23
-0.77 3.43 2.66
-0.08 2.16 1.76
-2.53 0.20 1.03
1.91 -0.32 1.32
-1.17 1.25 1.13
-0.09 0.87 -2.15
-0.65 0.17 0.13
-0.21 -0.46 -0.39
-4.11 2.61 1.49
-0.32 0.05 1.38
-0.06 0.57 -0.61
-0.70 -0.73 -0.93
-0.75 0.39 0.30
0.20 -0.54 -0.60
0.73 0.63 -0.05
-0.02 0.14 0.40
0.24 0.27 0.20
-0.34 0.21 0.35
0.82 -0.18 -0.50
-0.25 -0.27 0.85
-0.07 0.07 0.31
0.23 -0.11 0.02
-0.32 0.77 -0.23
-0.05 0.55 0.08
0.11 -0.57 -0.71
-0.20 -0.46 0.51
-0.30 0.07 -0.74
0.03 -0.30 0.24
-0.14 -0.27 -0.27
0.12 -0.01 0.01
-0.19 0.93 0.34
-0.41 -0.02 0.32
0.15 -0.70 -0.53
0.10 0.06 0.51
0.25 0.23 0.12
-0.51 -0.46 0.17
-0.25 -0.33 0.31
-0.44 0.14 0.32
0.41 -0.66 0.14
0.09 0.20 -1.20
-0.25 0.21 0.44

Results
Kohn-Sham gap (spin up / spin down): 10.9 / 5.7 eV
Spin multiplicity: 4
Charge: +1

(4)
A molecular structure, C15H18N4O8P2Se4V at a distorted geometry, computed with ωB97M-V/def2-TZVPD.

Last column: Löwdin charge in e.
Cartesian coordinates (Å):
Se: -1.228917 2.580085 -1.248425  0.2640
Se: -1.411317 2.535185 1.854575  0.2116
Se: -2.262017 4.607885 1.801075  -0.0956
Se: -3.169117 3.307685 -2.051625  -0.0406
V: -0.791917 0.826785 0.385175  0.2616
P: -1.371717 -1.106215 2.731375  0.3422
P: 1.203583 -0.694815 1.765175  0.3306
O: -2.043517 -0.096915 1.850275  -0.4339
O: -0.883917 -0.705415 4.071975  -0.2987
O: 2.781683 3.687585 -0.704925  0.0726
O: -2.489217 -2.331615 2.848975  -0.1625
O: 2.170583 -0.901715 0.666175  -0.2495
O: 0.480683 0.624185 1.867275  -0.4682
O: 1.900483 -0.854115 3.214975  -0.1398
O: 0.993583 1.801285 -0.287625  -0.2688
N: -0.195017 -0.153715 -1.188525  -0.2317
N: -0.508217 -2.374515 0.490775  0.0284
N: -2.533117 0.295085 -0.495625  -0.1245
N: 0.997383 0.110385 -1.795325  0.1167
C: -1.127717 -0.912615 -1.860225  -0.0881
C: -3.747217 0.673285 -0.100725  -0.2217
C: 2.962383 1.433385 -1.560825  -0.0652
C: 5.070683 0.750785 -2.505225  -0.1161
C: 5.579183 2.020785 -2.281925  -0.1163
C: -0.077317 -2.034315 1.834675  -0.5996
C: -4.903917 0.042785 -0.488925  -0.0858
C: -2.416717 -0.726215 -1.406825  -0.2731
C: 3.768783 0.466585 -2.146325  -0.0279
C: 3.481883 2.710585 -1.302525  -0.2568
C: 4.789983 2.989985 -1.699125  -0.0313
C: -4.805817 -1.059615 -1.354925  -0.1033
C: 0.378583 -3.230215 2.644675  -0.1002
C: -3.579617 -1.441915 -1.815025  -0.0382
C: 1.588683 1.089885 -1.167425  -0.4847
H: 0.279683 -2.763315 -0.030925  0.0979
H: -1.252817 -3.071015 0.523475  0.0926
H: -0.008817 -0.521615 -0.235025  0.0377
H: 0.421483 -2.962415 3.697275  0.0677
H: -3.450817 -2.282415 -2.483825  0.0974
H: -5.702017 -1.589415 -1.652625  0.0901
H: 1.928283 3.309885 -0.390425  0.0951
H: 1.365983 -3.566415 2.318975  0.0799
H: 6.596583 2.254485 -2.567125  0.0881
H: -0.829517 -1.492615 -2.719125  0.1120
H: 5.162183 3.984185 -1.509625  0.1048
H: -3.348117 -1.919815 2.931975  0.0492
H: 1.184183 -0.672315 3.841375  0.0408
H: 5.693283 -0.016015 -2.944525  0.0848
H: -5.858317 0.404685 -0.143125  0.0904
H: 3.352083 -0.515615 -2.299325  0.1079
H: -3.792317 1.531885 0.569275  0.0857
H: -0.342817 -4.042415 2.528275  0.0723

Forces on the atoms, in the same order (eV/Å):
0.27 1.85 -1.61
-0.59 2.39 2.99
-0.11 0.08 -0.52
-0.43 -0.18 0.12
-1.51 1.92 -0.44
-0.78 -1.35 0.91
1.91 -1.09 1.12
0.19 0.11 -0.60
0.28 -0.28 0.27
-0.09 0.09 0.05
0.57 0.11 0.10
-0.01 -0.39 -0.01
-0.14 0.10 0.11
0.20 -0.18 -0.46
0.01 -0.17 0.75
-0.89 -0.16 -2.02
0.06 -0.37 0.02
-0.58 -1.11 -0.45
1.25 -0.19 -0.77
0.38 0.04 -0.46
-0.50 0.42 0.33
0.06 0.10 0.10
0.15 -0.19 -0.11
-0.04 0.07 -0.06
0.02 0.53 0.24
0.08 -0.12 -0.17
-0.47 0.31 0.09
0.07 0.10 -0.02
0.06 -0.27 -0.14
-0.05 0.20 0.15
0.05 0.13 0.12
0.12 -0.15 0.32
0.30 0.01 -0.11
-0.36 -0.20 -0.79
-0.18 0.13 0.09
0.12 0.24 -0.01
0.88 -2.30 0.54
0.13 -0.15 0.11
-0.05 -0.02 -0.05
0.00 -0.07 -0.06
0.11 -0.09 -0.04
-0.01 -0.04 0.00
0.07 0.05 0.01
0.06 0.03 0.01
0.11 0.15 0.02
-0.43 0.12 -0.06
-0.29 0.16 0.46
0.04 -0.06 -0.04
-0.07 0.05 0.06
-0.10 -0.08 0.04
0.14 -0.27 -0.09
-0.01 -0.01 -0.02

Results
Energy relative to the best compared isomer or geometry (same formula, charge and spin): 234.21 kJ/mol
Kohn-Sham gap (spin up / spin down): 5.7 / 5.6 eV
Spin multiplicity: 4
Charge: -2

Number 1: E -308.76735 a.u.. Number 2: E -1404.94964 a.u.. Number 3: E -4649.14825 a.u.. Number 4: E -12636.08753 a.u..